# 1
ORCA calculation (the ωB97M-V functional and the def2-TZVPD basis) on a structure of composition C24H26CoN5O.

```
57
Properties=species:S:1:pos:R:3:forces:R:3
Co -1.6459 0.0190 -0.3521 -0.243 0.421 -0.562
C 3.0394 -4.7022 0.4967 0.050 -0.076 -0.021
C 2.3068 -3.4521 0.1059 -0.057 0.019 -0.019
C 2.8302 -2.1893 0.3889 -0.009 0.014 0.004
C 2.1438 -1.0338 0.0805 -0.038 -0.051 -0.032
C 0.8996 -1.0674 -0.5684 -0.018 -0.201 0.083
N 0.1637 0.0898 -0.8170 0.080 0.036 0.077
C 0.8433 1.2266 -1.2324 0.040 0.169 -0.185
C 1.9759 1.1445 -2.0609 -0.072 -0.004 0.012
C 2.6379 2.2658 -2.5061 0.003 0.021 -0.004
C 2.1938 3.5513 -2.1931 -0.072 -0.040 0.049
C 2.8782 4.7677 -2.7437 0.045 0.075 0.002
C 1.0646 3.6523 -1.4014 0.079 -0.076 -0.044
C 0.4196 2.5193 -0.9097 0.021 -0.026 0.024
N -0.7079 2.7367 -0.0602 -0.088 0.033 -0.037
C -0.8948 3.7799 0.7669 -0.053 -0.047 -0.120
C -2.2064 3.7557 1.1945 0.040 0.034 -0.024
C -2.7544 2.6397 0.5716 -0.082 -0.055 0.018
N -1.8508 2.0204 -0.1886 0.362 -0.221 0.288
C 0.3949 -2.3396 -0.8641 0.084 0.094 0.038
C 1.0705 -3.5044 -0.5147 0.088 0.082 0.049
N -0.8373 -2.4760 -1.5635 -0.091 -0.079 -0.053
C -1.1590 -3.4026 -2.4849 -0.007 0.096 -0.014
C -2.4838 -3.2238 -2.8207 0.063 -0.044 0.050
C -2.9043 -2.1516 -2.0371 -0.044 0.090 -0.071
N -1.9028 -1.7041 -1.2822 0.142 -0.036 0.369
H 4.1159 -4.5689 0.3978 0.008 -0.004 0.006
H 2.7463 -5.5444 -0.1288 -0.006 -0.012 0.010
H 2.8363 -4.9724 1.5344 -0.009 0.009 0.013
H 3.7921 -2.1104 0.8804 0.015 -0.018 0.009
H 2.5717 -0.0722 0.3325 -0.017 0.011 -0.005
H 2.3326 0.1674 -2.3568 -0.014 -0.026 0.016
H 3.5095 2.1425 -3.1369 0.015 0.012 -0.015
H 3.9556 4.6171 -2.8020 0.004 -0.004 -0.009
H 2.6954 5.6432 -2.1218 -0.015 0.006 -0.010
H 2.5224 4.9934 -3.7505 0.002 0.003 -0.008
H 0.6567 4.6278 -1.1702 0.011 0.034 -0.005
H -0.0928 4.4663 0.9716 0.006 0.021 0.037
H -2.6882 4.4555 1.8526 -0.024 -0.005 0.013
H -3.7576 2.2497 0.6329 -0.009 -0.008 0.042
H 0.6105 -4.4608 -0.7297 0.013 -0.034 0.000
H -0.4181 -4.0959 -2.8410 -0.012 -0.029 -0.030
H -3.0561 -3.7825 -3.5378 -0.022 -0.013 -0.003
H -3.8680 -1.6708 -2.0010 -0.017 -0.008 0.006
C -1.1396 -0.6927 3.8914 0.038 -0.008 0.035
C -2.5652 -0.1432 3.9120 -0.036 0.002 0.015
C -3.0298 -0.3952 2.4910 0.013 -0.025 -0.068
O -1.8417 -0.2505 1.6783 -0.177 -0.168 0.180
C -0.6457 -0.3157 2.5069 0.007 0.055 -0.165
H -1.1424 -1.7760 4.0164 -0.021 -0.002 -0.019
H -0.5130 -0.2640 4.6708 0.003 -0.014 0.002
H -2.5675 0.9260 4.1292 0.023 0.003 -0.019
H -3.1994 -0.6419 4.6420 -0.008 0.012 0.000
H -3.7648 0.3275 2.1371 -0.026 -0.030 0.020
H -3.4185 -1.4074 2.3563 -0.008 0.014 0.017
H -0.1797 0.6719 2.4797 0.014 -0.021 0.022
H 0.0280 -1.0453 2.0593 0.025 0.020 0.035
```
Forces are in eV/Å.

The total energy is -2661.72000 Ha. The expectation value of S² is 1.25. The charge is +1. The spin multiplicity is 2. Its gap between HOMO and LUMO (spin up / spin down) is 6.595 / 7.132 eV.

Results of the Mulliken charge analysis, in e, for atoms 1 through 4: -0.31, -1.55, 0.45, -0.98

# 2
ORCA calculation (the ωB97M-V functional and the def2-TZVPD basis) on the molecule C6H8OS.

```
16
Properties=species:S:1:pos:R:3:forces:R:3
C -0.3330 -0.5197 -2.2816 -0.054 0.222 0.179
C 0.0332 -0.5878 -0.8205 -0.174 0.184 -0.009
C 0.8147 -1.7891 -0.4291 0.076 -0.320 0.256
O 1.2515 -2.0364 0.6769 -0.146 0.040 -0.673
C -0.3411 0.3743 0.0376 0.078 0.067 0.080
C -0.0677 0.4407 1.4923 0.058 -0.362 -0.114
C 0.0667 1.7748 2.1232 0.288 0.477 -0.198
S -1.4867 0.9688 2.5211 -0.052 0.012 -0.020
H 0.5562 -0.5202 -2.9025 0.186 -0.096 -0.184
H -0.9642 -1.3476 -2.5864 -0.010 -0.325 -0.010
H -0.8913 0.3808 -2.5156 -0.008 0.189 0.090
H 0.9723 -2.5135 -1.2781 0.001 0.312 0.446
H -0.9149 1.2227 -0.3573 0.145 -0.281 0.159
H 0.5025 -0.3779 1.9242 -0.151 0.258 -0.165
H 0.7892 1.8803 2.9268 -0.143 -0.093 -0.031
H 0.0128 2.6498 1.4689 -0.092 -0.284 0.193
```
Forces are in eV/Å.

Its SMILES is C/C(C=O)=C/[C@H]1CS1. The total energy is -706.80317 Ha. The spin multiplicity is 1. For the energy relative to the best compared isomer or geometry (same formula, charge and spin), the calculation gives 27.0 kcal per mole. Its gap between HOMO and LUMO is 8.889 eV.

Results of the Mulliken charge analysis, in e, for atoms 1 through 4: -1.53, 0.71, -0.07, -0.49

# 3
ORCA calculation (the ωB97M-V functional and the def2-TZVPD basis) on the molecule C4H7NOS.

```
14
Properties=species:S:1:pos:R:3:forces:R:3
C -0.7514 1.2443 0.5827 1.267 -1.209 -1.531
C -1.9421 0.3960 0.1579 -2.173 2.872 -0.176
C 0.9099 -0.4109 0.2634 -0.678 -1.775 1.082
C 1.5809 -0.6603 -1.0294 1.063 0.893 -2.095
N 0.4527 0.8094 0.5546 -1.354 1.644 -0.059
O 1.3299 -1.0914 1.3600 -1.676 0.728 0.204
S -1.5086 -1.2115 -0.1500 1.514 -2.217 0.180
H -0.8257 2.2973 0.6431 -0.459 1.063 0.681
H -2.8517 0.6468 0.8559 1.719 -0.673 -0.860
H -2.3093 0.8191 -0.8495 0.616 0.125 1.394
H 2.6841 -0.8217 -1.1420 -0.685 0.291 1.290
H 1.3965 0.2404 -1.6424 -0.013 -0.351 0.219
H 1.2011 -1.4670 -1.6339 -0.687 -0.438 0.373
H 0.6337 -0.7905 2.0297 1.546 -0.953 -0.701
```
Forces are in eV/Å.

The total energy is -684.71714 Ha. The spin multiplicity is 1. For the energy relative to the best compared isomer or geometry (same formula, charge and spin), the calculation gives 56.4 kcal per mole. Its gap between HOMO and LUMO is 8.176 eV.

Results of the Mulliken charge analysis, in e, for atoms 1 through 4: -0.06, -0.42, 0.55, -1.07